The following is a quantum chemistry calculation of a 2-piece molecular cluster, C19H19F3IO2S overall in a non-equilibrium geometry, from the OMol25 dataset.

```
! RIJCOSX wB97M-V def2-TZVPD def2/J DEFGRID3
* xyz -1 1
C 0.0783 0.0391 -1.0063
H -2.9184 1.8843 2.5917
H -3.2579 0.4186 3.5403
H 3.9513 -3.2114 -3.5709
H 3.9162 3.2863 0.5436
H 3.2918 3.1932 -1.1270
O -3.6930 0.3611 0.2393
H 4.0859 -4.6254 -1.5177
H 3.6190 -3.6108 0.7329
C 3.6761 -2.7829 -2.5985
C -0.1492 1.2341 -0.3070
C -3.4901 0.9431 2.6046
H 0.5331 0.0496 -1.9856
C 3.7937 -3.5745 -1.4495
H 4.8642 2.4774 -0.7339
C 2.7154 0.5485 -1.1192
I -0.6405 2.8109 2.2551
C 3.5016 -3.0268 -0.1918
C 3.2179 1.3248 -0.0073
S -3.1829 1.7567 -0.5896
C -1.6039 -0.0079 1.1562
C -4.9027 2.4434 -0.5395
C -3.6918 -1.3414 1.7924
C 3.8487 2.6616 -0.3552
C -0.8899 1.1859 0.8817
H -4.5649 1.1497 2.5382
H -4.7759 -1.2486 1.7839
C -1.1123 -1.2090 0.6559
H -3.4115 -2.0954 1.0534
C 3.0534 -0.8440 -1.2367
H 0.1040 -2.1400 -0.8688
O 3.1393 0.9390 1.1729
H 2.8963 -1.2283 0.8676
C 3.1198 -1.6942 -0.0916
F -5.2115 3.2747 -1.5661
H 0.2516 2.1927 -0.6407
H -1.4804 -2.1557 1.0554
H -3.3507 -1.6755 2.7792
C -0.2613 -1.1944 -0.4454
F -5.8556 1.4853 -0.5076
F -5.0112 3.1595 0.6264
H 2.3748 1.1000 -1.9949
H 3.2133 -0.8242 -3.4027
C -3.0735 0.0179 1.4942
C 3.2833 -1.4469 -2.5113
*
```

Calculated values
E   -51193.03883 eV
Max |F|   1.9 eV/Å
Energy above the lowest of the compared OMol25 structures with the same formula, charge and spin   71.0 kJ/mol
Gap between HOMO and LUMO   4.9 eV
HOMO   -2.597 eV